The following is a DFT calculation (ωB97M-V with the def2-TZVPD basis set) of a cluster of 2 separate species, C5H10N2O in total.

The geometry in XYZ format:
```
18
Properties=species:S:1:pos:R:3:forces:R:3
C 1.334544 0.835883 -1.486083 0.4 0.1 0.5
C 0.041403 0.038600 -1.316903 -0.2 -0.3 0.5
C -0.814201 0.355746 -0.099513 0.1 -0.1 -1.6
C -1.796328 1.293276 0.049927 -1.0 -0.8 1.2
N -2.478844 1.026509 1.230044 -0.8 1.1 0.2
C -1.955922 -0.010866 1.764582 2.0 -1.2 -0.6
N -0.935281 -0.518354 0.952771 -0.6 1.0 0.8
H 1.860513 0.786875 -0.526210 0.1 0.1 -0.1
H 1.275681 1.896905 -1.747464 -0.6 -0.2 0.1
H 1.997178 0.393108 -2.225530 -0.1 -0.2 -0.1
H -0.597959 0.044010 -2.195198 0.0 0.3 -0.2
H 0.312370 -1.012294 -1.201986 0.2 0.0 0.0
H -2.307063 2.014298 -0.566274 0.8 0.2 -0.5
H -2.091479 -0.448408 2.740963 -0.5 0.1 0.0
H -0.244884 -1.200108 1.229177 0.1 0.1 -0.2
O 1.783295 -1.679102 1.055816 0.0 -1.3 0.2
H 2.603093 -1.190529 1.136322 0.2 0.1 0.0
H 2.013882 -2.625549 1.205557 -0.1 1.1 -0.2
```
Positions in Å, forces in eV/Å.

Calculated values
SMILES string   CCc1cnc[nH]1.O
Gap between HOMO and LUMO   8.548 eV
LUMO   0.30 eV
Relative energy (zero: lowest compared OMol25 entry of this formula, charge and spin)   13.6 kcal/mol
Total charge   0

Atom charges from the Löwdin analysis, given in e for atoms 1 to 2: atom 1 (C): -0.1033, atom 2 (C): -0.1936



The following is a DFT calculation (ωB97M-V with the def2-TZVPD basis set) of a structure of composition C5H10N2O.

The geometry in XYZ format:
```
18
Properties=species:S:1:pos:R:3:forces:R:3
C 1.188654 -1.641886 0.469139 0.1 0.0 0.0
C 0.989458 0.855232 -0.126581 -2.1 -0.3 0.0
C -0.361271 1.018945 -0.012872 1.7 -0.7 -0.6
N -1.107747 2.025804 0.560090 -0.9 1.2 0.5
N -1.821280 -0.974849 -0.260644 0.1 0.2 -0.5
C -0.800816 -0.157747 -0.777376 1.8 -1.0 0.7
C 1.086943 -0.536043 -0.560856 -1.6 0.0 -0.2
O 1.990684 1.735149 -0.028501 0.8 0.8 0.4
H 1.599502 2.620038 0.042753 0.2 -0.2 -0.1
H -2.106138 1.988920 0.395287 0.3 0.0 0.0
H -0.915359 2.251147 1.529818 0.0 -0.2 -0.2
H -2.187349 -0.814863 0.667547 0.3 -0.4 -0.3
H -2.111413 -1.768523 -0.813926 -0.2 0.2 0.5
H -0.817497 -0.082124 -1.861618 -0.2 0.1 0.0
H 1.719268 -0.721634 -1.435827 -0.2 0.0 -0.1
H 0.520672 -1.459838 1.315957 0.0 0.1 -0.1
H 0.923914 -2.613051 0.037116 0.0 0.1 0.0
H 2.209776 -1.724677 0.860495 -0.1 0.0 0.0
```
Positions in Å, forces in eV/Å.

Calculated values
Gap between HOMO and LUMO   8.115 eV
LUMO   0.87 eV
Relative energy (zero: lowest compared OMol25 entry of this formula, charge and spin)   59.9 kcal/mol
Total charge   0

Atom charges from the Löwdin analysis, given in e for atoms 1 to 2: atom 1 (C): -0.1038, atom 2 (C): -0.3404



Repeat the first record exactly.
The following is a DFT calculation (ωB97M-V with the def2-TZVPD basis set) of a cluster of 2 separate species, C5H10N2O in total.

The geometry in XYZ format:
```
18
Properties=species:S:1:pos:R:3:forces:R:3
C 1.334544 0.835883 -1.486083 0.4 0.1 0.5
C 0.041403 0.038600 -1.316903 -0.2 -0.3 0.5
C -0.814201 0.355746 -0.099513 0.1 -0.1 -1.6
C -1.796328 1.293276 0.049927 -1.0 -0.8 1.2
N -2.478844 1.026509 1.230044 -0.8 1.1 0.2
C -1.955922 -0.010866 1.764582 2.0 -1.2 -0.6
N -0.935281 -0.518354 0.952771 -0.6 1.0 0.8
H 1.860513 0.786875 -0.526210 0.1 0.1 -0.1
H 1.275681 1.896905 -1.747464 -0.6 -0.2 0.1
H 1.997178 0.393108 -2.225530 -0.1 -0.2 -0.1
H -0.597959 0.044010 -2.195198 0.0 0.3 -0.2
H 0.312370 -1.012294 -1.201986 0.2 0.0 0.0
H -2.307063 2.014298 -0.566274 0.8 0.2 -0.5
H -2.091479 -0.448408 2.740963 -0.5 0.1 0.0
H -0.244884 -1.200108 1.229177 0.1 0.1 -0.2
O 1.783295 -1.679102 1.055816 0.0 -1.3 0.2
H 2.603093 -1.190529 1.136322 0.2 0.1 0.0
H 2.013882 -2.625549 1.205557 -0.1 1.1 -0.2
```
Positions in Å, forces in eV/Å.

Calculated values
SMILES string   CCc1cnc[nH]1.O
Gap between HOMO and LUMO   8.548 eV
LUMO   0.30 eV
Relative energy (zero: lowest compared OMol25 entry of this formula, charge and spin)   13.6 kcal/mol
Total charge   0

Atom charges from the Löwdin analysis, given in e for atoms 1 to 2: atom 1 (C): -0.1033, atom 2 (C): -0.1936



What is the gap between HOMO and LUMO in the second record?
8.115 eV



Which formula does entry 2 have?
C5H10N2O